# C25H19BrFIN7O6S2V

A molecular structure, C25H19BrFIN7O6S2V at a distorted geometry (ωB97M-V/def2-TZVPD, the OMol25 dataset).

Cartesian coordinates (Å):
1 V -0.130404 0.877825 0.389410
2 C 0.494546 6.225087 0.063077
3 S -1.167012 5.616854 0.371525
4 C -0.921754 3.864076 0.466240
5 S 0.657351 3.164780 0.688232
6 N -2.037311 3.227805 0.395425
7 N -1.828288 1.843314 0.436516
8 C -2.947240 1.123632 0.210519
9 C -2.759792 -0.246283 0.134401
10 C -3.800352 -1.212517 -0.000538
11 C -3.505132 -2.532847 0.030212
12 C -2.148546 -2.943141 0.209578
13 C -1.184550 -2.002786 0.327968
14 N -1.438875 -0.651982 0.278074
15 H 0.369507 7.271121 -0.216320
16 H 0.956577 5.679013 -0.755339
17 H 1.124161 6.152775 0.946960
18 H -3.904339 1.608626 0.085580
19 H -4.819265 -0.863673 -0.119951
20 H -4.290532 -3.271862 -0.075557
21 H -1.877003 -3.988883 0.249164
22 H -0.146740 -2.271591 0.471774
23 Br 0.691493 -2.924398 4.456612
24 C 2.068059 -2.668903 3.158841
25 C 3.334674 -3.168790 3.425468
26 C 4.299449 -2.970901 2.451829
27 C 3.964604 -2.298328 1.285959
28 C 2.674838 -1.820690 1.154026
29 N 1.734791 -2.009741 2.078054
30 C 2.304433 -1.037631 -0.099510
31 O 2.869227 -1.324369 -1.126611
32 O 1.361588 -0.164113 0.069552
33 H 3.543972 -3.685667 4.350189
34 H 5.307156 -3.337045 2.606111
35 H 4.672670 -2.118810 0.489468
36 I 2.864715 1.507327 2.727161
37 C 0.970221 0.990600 3.424408
38 C 0.837533 0.996633 4.809430
39 C -0.373022 0.634435 5.363798
40 C -1.399017 0.272256 4.514380
41 C -1.175987 0.311059 3.151438
42 N -0.015485 0.681009 2.587380
43 H 1.679431 1.279096 5.423598
44 H -0.504467 0.633534 6.439718
45 H -2.367690 -0.040153 4.878966
46 H -1.973216 0.054906 2.470946
47 F -1.450156 -3.073899 -3.523878
48 C -0.848804 -2.101352 -4.227081
49 C -0.811238 -0.845986 -3.786108
50 N -0.209236 0.177295 -4.497991
51 C -0.229123 1.552597 -3.944276
52 C 0.442040 1.571805 -2.573381
53 O 1.576607 1.980363 -2.454166
54 O -0.351090 1.072483 -1.669826
55 C 0.402251 -0.059029 -5.705355
56 O 0.922622 0.789795 -6.400462
57 N 0.367275 -1.389930 -6.103938
58 C -0.247734 -2.474695 -5.489170
59 O -0.251790 -3.577760 -5.998706
60 H -1.229971 -0.557208 -2.829265
61 H -1.268684 1.865135 -3.849292
62 H 0.300640 2.189085 -4.640320
63 H 0.821405 -1.579330 -6.984922

Forces on atoms 1 to 3 (eV/Å):
V -1.0980 1.0770 -1.2566
C 0.0827 0.0381 0.0266
S 0.0239 -0.0988 0.0059

For the total energy, the calculation gives -6510.9973 a.u. As for the HOMO-LUMO gap (spin up / spin down): 0.2112 / 0.2100 Eh. For the LUMO energy (spin up / spin down), the calculation gives 2.00 / 2.00 eV. The multiplicity is 2. Its net charge is -1. As for the HOMO energy (spin up / spin down): -0.1378 / -0.1365 hartree.

Results of the Mulliken charge analysis, in e, for atoms 1 through 6: number 1, V, carries 0.22; number 2, C, carries -0.80; number 3, S, carries -0.10; number 4, C, carries 0.57; number 5, S, carries -0.53; number 6, N, carries -1.65

---

# C5H8O2

C5H8O2 in the gas phase (ωB97M-V/def2-TZVPD, the OMol25 dataset).

Cartesian coordinates (Å):
1 C 0.439090 -1.702441 0.527117
2 C 0.106887 -0.280398 0.185508
3 C -0.421170 0.789532 1.108854
4 O -1.295899 1.304103 0.065999
5 C -0.909319 0.222289 -0.808399
6 C 0.542532 0.427456 -1.090005
7 O 0.996150 1.737215 -1.192915
8 H -0.406017 -2.169307 1.042616
9 H 0.632682 -2.305611 -0.368637
10 H 1.316890 -1.779420 1.173921
11 H 0.326899 1.521245 1.437776
12 H -0.993774 0.409383 1.961321
13 H -1.699401 -0.233227 -1.403253
14 H 1.110552 -0.241255 -1.734347
15 H 0.253899 2.300439 -0.905556

Forces on atoms 1 to 3 (eV/Å):
C 0.0475 -0.0586 0.0525
C 0.1362 -0.1076 0.0369
C 0.1644 -0.0436 0.2472

For the total energy, the calculation gives -345.7083 a.u. As for the HOMO-LUMO gap: 0.3714 Eh. For the LUMO energy, the calculation gives 0.93 eV. Its net charge is 0. The value obtained for the relative energy (zero: lowest compared OMol25 entry of this formula, charge and spin) is 2.630 eV. As for the HOMO energy: -0.3373 hartree.

Results of the Mulliken charge analysis, in e, for atoms 1 through 6: number 1, C, carries -1.44; number 2, C, carries 0.69; number 3, C, carries -0.44; number 4, O, carries -0.50; number 5, C, carries -0.13; number 6, C, carries -0.28

---

# C6H8LiNaO6

A molecular structure, C6H8LiNaO6 at a distorted geometry (ωB97M-V/def2-TZVPD, the OMol25 dataset).

Cartesian coordinates (Å):
1 Na 3.562888 -1.970167 -0.892217
2 O 0.451758 0.925062 1.174143
3 O -1.434710 0.963306 2.392467
4 C -2.755507 1.440037 2.249769
5 C -2.812807 1.975845 0.809229
6 O -1.505948 1.794556 0.313488
7 C -0.839764 0.807026 1.117633
8 H -3.482427 0.629246 2.409239
9 H -2.928377 2.223214 2.999050
10 H -3.051908 3.045200 0.761982
11 H -3.531675 1.411401 0.194612
12 Li 1.516669 1.036405 -0.295692
13 O -1.743933 -1.456031 1.232706
14 O -0.779600 -0.967833 -0.653137
15 C -0.556606 -0.134916 -1.803277
16 C 0.776906 -0.549710 -2.404090
17 O 1.847924 -0.206358 -1.593010
18 C -1.192832 -0.614538 0.560722
19 H -1.371942 -0.349555 -2.508573
20 H -0.625824 0.921470 -1.530116
21 H 0.914133 -0.094301 -3.404799
22 H 0.657457 -1.612462 -2.698634

Forces on atoms 1 to 3 (eV/Å):
Na -1.0334 0.8328 -0.2959
O 0.5250 0.3611 -0.8024
O -0.2383 0.0899 0.1783

For the total energy, the calculation gives -854.7294 a.u. As for the HOMO-LUMO gap: 0.2130 Eh. For the LUMO energy, the calculation gives -1.90 eV. Its net charge is 0. The value obtained for the relative energy (zero: lowest compared OMol25 entry of this formula, charge and spin) is 0.853 eV. As for the HOMO energy: -0.2827 hartree.

Results of the Mulliken charge analysis, in e, for atoms 1 through 6: number 1, Na, carries 0.90; number 2, O, carries -1.12; number 3, O, carries -0.47; number 4, C, carries -0.41; number 5, C, carries -0.35; number 6, O, carries -0.49

---

# H19O9

A molecular structure, H19O9 at a distorted geometry (ωB97M-V/def2-TZVPD, the OMol25 dataset).

Cartesian coordinates (Å):
1 O 3.045401 1.985347 0.285453
2 H 1.135238 2.184977 0.262708
3 H 0.582823 -1.049349 0.643959
4 O -0.805803 -4.108971 1.655210
5 H -3.888118 -3.187163 -0.080238
6 O 1.768070 3.120755 -1.721222
7 H -0.962323 -4.813487 1.023663
8 H 1.349583 3.380564 -2.544190
9 O -1.805867 0.642986 1.417898
10 H -1.251866 0.613860 2.210578
11 H -2.007241 1.580074 1.514552
12 O 1.431803 -2.119238 1.562664
13 H 1.223972 -2.695983 2.301767
14 H 1.784709 -2.698129 0.882656
15 O -2.975536 -3.006053 -0.352454
16 H 2.649574 3.512236 -1.771525
17 H -2.741862 -2.123673 -0.667768
18 O 0.098750 -0.631045 -0.131210
19 H 3.287278 1.145202 -0.109374
20 H -0.840362 -0.744688 0.112003
21 O 0.242593 1.762255 0.186587
22 H 0.095918 2.180184 -0.692105
23 H 0.203135 0.503952 0.079946
24 O -1.337121 1.912197 -2.543223
25 H -1.664971 2.718836 -2.955523
26 H -0.959055 1.242722 -3.100144
27 H 3.665041 2.025500 1.045286
28 H -1.323763 -3.333867 1.484046

Forces on atoms 1 to 3 (eV/Å):
O 0.7968 -0.0641 1.1023
H 0.2620 -0.8136 0.7370
H 0.0804 -0.6016 -0.1866

For the total energy, the calculation gives -688.3038 a.u. As for the HOMO-LUMO gap: 0.4123 Eh. For the LUMO energy, the calculation gives -2.88 eV. Its net charge is +1. The value obtained for the relative energy (zero: lowest compared OMol25 entry of this formula, charge and spin) is 1.984 eV. As for the HOMO energy: -0.5182 hartree.

Results of the Mulliken charge analysis, in e, for atoms 1 through 6: number 1, O, carries -0.62; number 2, H, carries 0.38; number 3, H, carries 0.53; number 4, O, carries -0.60; number 5, H, carries 0.33; number 6, O, carries -0.57

---

# C28H43BaF5GeN2O5PS3Se

A molecular structure, C28H43BaF5GeN2O5PS3Se at a distorted geometry (ωB97M-V/def2-TZVPD, the OMol25 dataset).

Cartesian coordinates (Å):
1 Ba -0.758481 0.600053 -0.277436
2 C -1.436314 5.073312 -2.042693
3 C -0.844762 4.649440 -0.708917
4 C -1.040238 5.700345 0.368811
5 C 0.675880 4.439166 -0.849523
6 O -1.466406 3.396471 -0.398561
7 Ge -2.513600 3.106138 1.150652
8 O -3.156187 1.457351 0.424681
9 C -4.204768 1.130508 -0.443393
10 C -5.211668 2.235799 -0.519237
11 C -3.681910 0.799575 -1.861669
12 C -4.842525 -0.145655 0.077269
13 O -1.066009 2.090328 1.876947
14 C -0.858339 1.749313 3.256646
15 C -2.144091 1.813949 4.065111
16 C -0.304725 0.342752 3.275924
17 C 0.242919 2.659072 3.770753
18 H -0.874889 5.843278 -2.529625
19 H -2.486974 5.409117 -1.944132
20 H -1.397796 4.197917 -2.681578
21 H -0.566134 6.634808 0.069933
22 H -0.557940 5.423792 1.325017
23 H -2.085301 5.948778 0.523780
24 H 1.174218 5.367285 -1.030705
25 H 0.897447 3.744002 -1.648949
26 H 1.126402 4.040296 0.091194
27 H -4.782527 3.160338 -0.932000
28 H -5.602501 2.442682 0.478652
29 H -6.039910 1.978411 -1.197675
30 H -3.091754 1.585500 -2.316929
31 H -4.515437 0.497362 -2.514235
32 H -3.088091 -0.127646 -1.841601
33 H -5.365272 0.056204 1.022538
34 H -4.077276 -0.932312 0.298019
35 H -5.555187 -0.493401 -0.655788
36 H -2.896055 1.124481 3.667792
37 H -2.559441 2.797588 4.022227
38 H -1.939943 1.601104 5.129311
39 H -1.000510 -0.344296 2.836745
40 H -0.113356 -0.018406 4.329709
41 H 0.669481 0.219691 2.797699
42 H -0.158732 3.689783 3.875180
43 H 1.074899 2.701723 3.075840
44 H 0.574385 2.341195 4.792098
45 C -3.257909 -4.807714 -3.685163
46 C -1.805509 -4.431998 -3.523372
47 O -1.569893 -3.067028 -3.840195
48 P -0.579444 -2.268939 -2.857781
49 S -0.109018 -0.454972 -3.633056
50 S -1.433598 -2.172165 -1.038738
51 O 0.635148 -3.338452 -2.794290
52 C 1.598452 -3.321689 -1.755838
53 C 2.851536 -2.702248 -2.338145
54 H -3.369030 -5.914839 -3.588533
55 H -3.585732 -4.488552 -4.664291
56 H -3.918408 -4.401546 -2.925392
57 H -1.183051 -5.087500 -4.192854
58 H -1.521880 -4.661538 -2.471719
59 H 1.718112 -4.370929 -1.448180
60 H 1.232330 -2.783012 -0.877397
61 H 3.406250 -3.468512 -2.887775
62 H 3.522079 -2.311887 -1.513555
63 H 2.629264 -1.843115 -2.997801
64 F 3.478010 -7.750726 4.712971
65 C 2.770786 -6.829678 4.077316
66 C 3.289539 -6.186332 2.973514
67 F 4.483639 -6.551876 2.457894
68 C 2.576783 -5.130281 2.445091
69 F 3.089643 -4.546319 1.367532
70 C 1.330907 -4.659459 2.927851
71 Se 0.378733 -3.265462 2.151605
72 C 0.848548 -5.336335 4.053105
73 F -0.285656 -4.980288 4.696370
74 C 1.577714 -6.375046 4.634252
75 F 1.179708 -6.846569 5.815170
76 N 6.679528 1.521102 -2.209160
77 C 5.989706 2.289138 -1.399352
78 S 6.581968 3.658828 -0.737699
79 C 4.604985 1.856687 -1.184408
80 C 3.788384 1.588237 -2.291648
81 C 2.490127 1.174324 -2.060867
82 N 1.996402 1.065299 -0.818131
83 C 2.780655 1.274075 0.227982
84 C 4.091051 1.680598 0.109972
85 H 7.577421 1.853826 -2.508434
86 H 6.245979 0.668524 -2.614385
87 H 4.175093 1.707461 -3.298043
88 H 1.823134 0.920370 -2.886079
89 H 2.344179 1.210851 1.226202
90 H 4.702757 1.898498 0.957571

Forces on atoms 1 to 3 (eV/Å):
Ba 0.2029 0.3023 -0.2468
C -0.6279 -0.1721 0.1793
C 0.4125 -0.4841 0.1905

For the total energy, the calculation gives -8117.8542 a.u. As for the HOMO-LUMO gap: 0.1841 Eh. For the LUMO energy, the calculation gives 1.24 eV. Its net charge is -1. The value obtained for the relative energy (zero: lowest compared OMol25 entry of this formula, charge and spin) is 0.848 eV. As for the HOMO energy: -0.1384 hartree.

Results of the Mulliken charge analysis, in e, for atoms 1 through 6: number 1, Ba, carries 0.62; number 2, C, carries -1.74; number 3, C, carries 1.68; number 4, C, carries -2.04; number 5, C, carries -1.46; number 6, O, carries 0.26